1.
Density functional theory data (wB97M-V/def2-TZVPD) for 5 unconnected molecules or ions with the total composition C33H50ClF16N2O7S2.

Properties
- Highest occupied orbital energy: -11.0 eV
- HOMO-LUMO gap: 6.26 eV
- Relative energy (zero: lowest compared OMol25 entry of this formula, charge and spin): 8.352 eV

The geometry in ORCA input format:
```
! RIJCOSX wB97M-V def2-TZVPD def2/J DEFGRID3
* xyz 1 1
C -2.527 -5.320 -0.604
C -2.891 -3.893 -1.276
C -1.660 -2.857 -1.256
C -0.892 -2.703 -2.662
C -0.835 -4.113 -3.470
O 0.522 -2.380 -2.328
C 0.817 -1.039 -2.676
O 1.367 -0.785 -3.786
C 0.556 0.221 -1.729
C 1.253 0.275 -0.326
C 2.197 -0.973 0.032
C 3.546 -0.790 -0.884
C 4.868 -0.834 0.044
F 5.797 0.250 -0.038
C 5.119 -1.919 0.958
F 5.656 -3.116 0.408
F 4.873 -1.745 2.347
C 1.046 1.509 0.625
C 1.842 1.471 2.006
C 1.166 0.468 3.107
C 1.469 0.925 4.616
F 2.875 0.969 4.751
F 1.038 2.310 4.671
C 0.642 0.177 5.749
F -0.642 -0.146 5.176
F 0.319 1.185 6.730
C 1.319 -1.001 6.563
F 0.515 -1.211 7.739
F 2.517 -0.454 7.159
C 1.786 -2.305 5.816
F 2.571 -3.060 6.748
F 2.736 -1.914 4.807
S 0.565 -3.441 5.023
F 1.839 -4.115 4.123
F 0.897 -4.594 6.219
F -0.744 -2.926 5.888
F 0.266 -2.454 3.716
F -0.429 -4.580 4.321
N 0.177 2.610 0.203
C 0.011 3.749 1.177
C -1.004 3.361 2.400
O -0.849 4.214 3.548
C -1.084 5.609 3.232
C 0.299 6.473 3.340
C -0.485 2.588 -1.103
N -1.325 3.756 -1.510
C -2.480 3.676 -0.917
S -3.883 3.351 -0.091
C -0.346 1.447 -2.136
C -1.001 1.387 -3.589
C -2.540 1.831 -3.668
C -3.538 0.979 -2.734
Cl -4.508 -0.158 -3.850
H -1.506 -5.328 -0.076
H -2.515 -6.118 -1.440
H -3.333 -5.560 0.167
H -3.740 -3.430 -0.646
H -3.326 -4.055 -2.328
H -2.030 -1.849 -0.829
H -0.899 -3.250 -0.476
H -1.342 -1.855 -3.288
H 0.180 -4.107 -4.009
H -1.689 -4.202 -4.223
H -0.790 -4.989 -2.728
H 2.565 -0.985 1.110
H 1.662 -1.961 -0.163
H 3.540 -1.645 -1.643
H 3.490 0.241 -1.381
H 2.041 2.516 2.414
H 2.882 1.028 1.759
H 0.061 0.420 2.842
H 1.724 -0.528 2.963
H 1.026 4.135 1.570
H -0.477 4.671 0.681
H -0.987 2.243 2.647
H -2.070 3.566 1.991
H -1.763 6.045 4.060
H -1.549 5.798 2.206
H 1.148 5.846 3.795
H 0.105 7.385 4.022
H 0.604 6.889 2.321
H -0.906 0.384 -4.121
H -0.408 2.151 -4.245
H -2.875 1.631 -4.757
H -2.690 2.969 -3.528
H -4.326 1.721 -2.335
H -3.018 0.421 -1.887
C -2.413 7.979 -1.568
O -1.510 7.565 -0.553
H -2.345 9.061 -1.685
H -2.149 7.497 -2.513
H -3.433 7.710 -1.282
H -1.594 6.607 -0.475
C -3.383 -6.270 -6.083
O -2.854 -6.566 -4.798
H -2.929 -5.348 -6.447
H -3.151 -7.084 -6.774
H -4.466 -6.137 -6.015
H -3.271 -7.384 -4.499
C 3.296 -6.262 1.054
O 4.159 -6.164 -0.069
H 2.638 -7.120 0.918
H 3.887 -6.401 1.963
H 2.693 -5.353 1.137
H 4.730 -5.397 0.077
C 0.604 4.986 -6.204
O 0.646 4.067 -5.120
H -0.345 4.868 -6.728
H 0.682 6.008 -5.824
H 1.425 4.781 -6.893
H 1.493 4.192 -4.674
*
```


2.
Density functional theory data (wB97M-V/def2-TZVPD) for 2 unconnected molecules or ions with the total composition C4H11N3O2.

Properties
- Highest occupied orbital energy: -8.4 eV
- Structure (SMILES): [H]/N=C(\N)NC.CC(=O)O
- HOMO-LUMO gap: 8.97 eV
- Relative energy (zero: lowest compared OMol25 entry of this formula, charge and spin): 2.857 eV

The geometry in ORCA input format:
```
! RIJCOSX wB97M-V def2-TZVPD def2/J DEFGRID3
* xyz 0 1
C 0.247 -3.977 -1.769
C -1.176 -3.511 -1.506
O -1.961 -4.269 -0.706
O -1.554 -2.464 -2.094
H 0.515 -4.856 -1.088
H 0.664 -3.010 -1.871
H 0.464 -4.315 -2.796
C 0.127 0.975 0.534
C 0.794 3.253 1.094
N 2.055 3.722 1.247
N 0.662 2.218 0.105
N -0.329 3.743 1.766
H -2.784 -3.791 -0.614
H 2.287 4.270 1.927
H 1.527 2.316 -0.487
H -1.120 3.087 1.750
H -0.441 4.595 2.378
H 0.172 0.243 -0.309
H -0.925 1.088 0.951
H 0.778 0.683 1.487
*
```


3.
Density functional theory data (wB97M-V/def2-TZVPD) for a molecular structure, C28H29AsN2OS5SbW.

Properties
- Highest occupied orbital energy (spin up / spin down): -10.1 / -10.9 eV
- ⟨S²⟩: 2.04
- HOMO-LUMO gap (spin up / spin down): 5.79 / 5.62 eV
- Relative energy (zero: lowest compared OMol25 entry of this formula, charge and spin): 1.834 eV

The geometry in ORCA input format:
```
! RIJCOSX wB97M-V def2-TZVPD def2/J DEFGRID3
* xyz 1 3
W 3.495 -1.200 -0.380
S 5.486 -0.420 0.795
As 4.743 -2.500 1.325
S 4.451 -2.588 -1.850
S 2.550 -1.789 1.755
S 5.712 -3.432 2.942
C 0.451 0.872 2.807
C 0.052 1.896 1.743
N 0.804 3.128 1.799
C 0.505 4.050 2.891
C 1.600 4.029 3.953
C 1.609 3.590 0.816
O 2.036 4.725 0.779
C 2.008 2.638 -0.282
C 1.956 3.105 -1.606
C 2.492 2.303 -2.613
C 3.010 1.071 -2.310
N 3.051 0.572 -1.019
C 2.580 1.417 -0.024
H -0.041 -0.082 2.606
H 0.157 1.207 3.798
H 1.525 0.702 2.812
H -1.010 2.138 1.868
H 0.172 1.466 0.743
H -0.460 3.777 3.323
H 0.439 5.057 2.467
H 1.742 3.027 4.353
H 1.340 4.699 4.769
H 2.538 4.364 3.518
H 1.568 4.090 -1.797
H 2.518 2.647 -3.636
H 3.445 0.409 -3.063
H 2.740 1.062 1.001
S 1.428 -2.017 -1.293
Sb -0.829 -1.527 -0.802
C -1.427 0.528 -1.168
C -0.869 1.147 -2.277
C -1.273 2.429 -2.615
C -2.216 3.084 -1.837
C -2.768 2.454 -0.733
C -2.380 1.169 -0.393
C -1.395 -2.498 1.053
C -2.221 -1.904 1.992
C -2.619 -2.644 3.094
C -2.196 -3.954 3.249
C -1.357 -4.532 2.310
C -0.950 -3.802 1.205
C -1.658 -2.615 -2.451
C -2.553 -2.002 -3.313
C -3.061 -2.721 -4.382
C -2.678 -4.038 -4.581
C -1.772 -4.640 -3.723
C -1.254 -3.928 -2.653
H -0.128 0.631 -2.881
H -0.868 2.898 -3.498
H -2.536 4.080 -2.099
H -3.523 2.949 -0.141
H -2.821 0.682 0.462
H -2.558 -0.883 1.884
H -3.276 -2.192 3.821
H -2.526 -4.526 4.102
H -1.024 -5.552 2.422
H -0.279 -4.245 0.479
H -2.850 -0.971 -3.159
H -3.755 -2.247 -5.061
H -3.085 -4.594 -5.411
H -1.461 -5.661 -3.885
H -0.522 -4.387 -2.000
*
```


4.
Density functional theory data (wB97M-V/def2-TZVPD) for a molecular structure, C15H19N3O10PS2Zr.

Properties
- Highest occupied orbital energy: -13.4 eV
- HOMO-LUMO gap: 9.17 eV
- Relative energy (zero: lowest compared OMol25 entry of this formula, charge and spin): 0.000 eV

The geometry in ORCA input format:
```
! RIJCOSX wB97M-V def2-TZVPD def2/J DEFGRID3
* xyz 1 1
Zr 0.288 0.989 -0.058
O 0.319 -1.059 3.428
S 0.849 -0.239 2.404
O 0.922 -0.808 1.013
O 0.056 1.018 2.123
C 2.579 0.037 2.710
C 3.027 -0.366 3.947
C 4.399 -0.412 4.217
C 5.304 -0.088 3.237
C 4.860 0.340 1.981
C 3.514 0.406 1.707
S 3.083 1.279 0.217
O 1.953 2.123 0.765
O 4.230 1.941 -0.274
O 2.319 0.464 -0.789
H 2.315 -0.679 4.697
H 4.739 -0.723 5.195
H 6.366 -0.138 3.437
H 5.573 0.660 1.234
C -2.607 -3.703 -3.329
C -2.930 -3.210 -1.947
O -2.450 -1.827 -1.753
P -1.130 -1.592 -0.913
O -1.616 -0.381 0.139
C -2.514 -0.745 1.248
C -3.911 -0.285 0.932
O -0.348 -0.296 -1.761
C -1.120 0.369 -2.886
C -0.841 -0.356 -4.167
H -3.016 -4.707 -3.449
H -1.531 -3.761 -3.494
H -3.050 -3.065 -4.093
H -2.485 -3.836 -1.172
H -4.000 -3.145 -1.765
H -2.108 -0.259 2.131
H -2.436 -1.826 1.390
H -3.921 0.787 0.739
H -4.554 -0.484 1.791
H -4.322 -0.802 0.066
H -0.743 1.386 -2.906
H -2.162 0.371 -2.579
H 0.223 -0.348 -4.400
H -1.364 0.169 -4.970
H -1.196 -1.382 -4.150
O -1.318 2.317 -0.176
N -1.121 3.443 0.520
C -0.121 4.181 0.153
C 0.171 5.372 0.890
N 0.423 6.318 1.487
C 0.632 3.690 -0.985
N 0.771 2.863 -1.780
*
```


5.
Density functional theory data (wB97M-V/def2-TZVPD) for a molecular structure, C55H57MgN4O3P2SSe2.

Properties
- Highest occupied orbital energy: -4.9 eV
- HOMO-LUMO gap: 7.13 eV
- Relative energy (zero: lowest compared OMol25 entry of this formula, charge and spin): 0.395 eV

The geometry in ORCA input format:
```
! RIJCOSX wB97M-V def2-TZVPD def2/J DEFGRID3
* xyz -1 1
Mg -1.087 0.460 0.974
C -1.487 1.753 7.859
C -1.149 2.653 6.661
C 0.244 2.262 6.161
C -1.112 4.125 7.096
C -2.217 2.460 5.590
C -3.537 2.868 5.843
C -4.551 2.735 4.912
C -4.245 2.152 3.690
S -5.257 1.809 2.313
C -3.861 1.094 1.491
N -2.777 1.134 2.194
C -2.941 1.712 3.427
C -1.929 1.871 4.371
C -3.900 0.491 0.171
C -5.069 0.497 -0.602
C -5.071 -0.140 -1.824
C -3.909 -0.772 -2.265
C -2.756 -0.741 -1.496
C -2.698 -0.120 -0.243
H -0.713 1.840 8.626
H -1.533 0.710 7.538
H -2.447 2.012 8.309
H 0.975 2.460 6.947
H 0.530 2.840 5.280
H 0.297 1.200 5.917
H -0.305 4.285 7.814
H -2.046 4.435 7.567
H -0.934 4.771 6.234
H -3.787 3.298 6.805
H -5.557 3.070 5.132
H -0.946 1.500 4.109
H -5.962 0.994 -0.231
H -5.967 -0.151 -2.433
H -3.913 -1.296 -3.216
H -1.868 -1.232 -1.882
Se 1.557 3.759 -4.878
P 0.986 1.737 -4.797
C -0.516 1.353 -5.753
C -1.014 2.282 -6.657
C -2.126 1.971 -7.426
C -2.743 0.736 -7.288
C -2.252 -0.189 -6.377
C -1.142 0.118 -5.606
C 2.285 0.773 -5.643
C 3.600 0.964 -5.226
C 4.642 0.346 -5.895
C 4.379 -0.457 -6.997
C 3.076 -0.613 -7.444
C 2.030 0.006 -6.776
C 0.587 1.162 -3.127
C 0.783 0.213 -2.091
N 0.066 0.665 -1.041
N -0.506 1.799 -1.393
N -0.212 2.121 -2.617
P 1.666 -1.354 -1.903
Se 1.670 -2.256 -0.021
C 1.023 -2.458 -3.202
C 1.454 -2.346 -4.519
C 0.969 -3.213 -5.486
C 0.059 -4.200 -5.134
C -0.365 -4.318 -3.817
C 0.114 -3.450 -2.846
C 3.397 -0.967 -2.288
C 4.261 -1.916 -2.822
C 5.627 -1.686 -2.819
C 6.138 -0.521 -2.263
C 5.279 0.428 -1.725
C 3.913 0.201 -1.729
H -0.529 3.247 -6.745
H -2.512 2.696 -8.131
H -3.613 0.495 -7.886
H -2.734 -1.152 -6.262
H -0.760 -0.603 -4.892
H 3.797 1.623 -4.392
H 5.659 0.504 -5.565
H 5.193 -0.946 -7.518
H 2.872 -1.208 -8.326
H 1.016 -0.114 -7.134
H 2.175 -1.586 -4.784
H 1.312 -3.117 -6.509
H -0.316 -4.881 -5.888
H -1.066 -5.095 -3.540
H -0.220 -3.533 -1.818
H 3.864 -2.842 -3.221
H 6.298 -2.425 -3.239
H 7.208 -0.361 -2.233
H 5.672 1.339 -1.292
H 3.238 0.920 -1.278
O -0.985 2.769 1.033
H -1.871 3.145 0.981
H -0.715 2.671 0.081
O -1.451 -3.043 0.037
H -2.252 -3.111 0.569
H -0.973 -2.279 0.412
C -2.692 -2.049 3.128
C -1.540 -2.728 3.867
C -1.045 -3.980 3.128
C -0.347 -1.848 4.228
C 0.201 -2.127 5.473
C 1.323 -1.477 5.953
C 1.902 -0.522 5.144
C 1.416 -0.202 3.878
C 2.298 0.838 3.176
C 3.620 0.188 2.735
C 1.711 1.610 2.003
C 0.254 -0.872 3.375
O -0.294 -0.587 2.210
H -3.493 -2.770 2.945
H -2.363 -1.631 2.182
H -3.099 -1.236 3.735
H -1.956 -3.073 4.820
H -0.480 -3.714 2.235
H -1.888 -4.616 2.841
H -0.389 -4.558 3.781
H -0.271 -2.886 6.089
H 1.739 -1.720 6.923
H 2.766 0.023 5.513
H 2.549 1.578 3.947
H 3.433 -0.545 1.954
H 4.106 -0.315 3.572
H 4.301 0.951 2.346
H 1.453 0.932 1.194
H 2.453 2.323 1.633
H 0.824 2.170 2.302
*
```


6.
Density functional theory data (wB97M-V/def2-TZVPD) for 2 unconnected molecules or ions with the total composition C4H6INS.

Properties
- Highest occupied orbital energy: -8.2 eV
- HOMO-LUMO gap: 7.53 eV
- Relative energy (zero: lowest compared OMol25 entry of this formula, charge and spin): 3.636 eV

The geometry in ORCA input format:
```
! RIJCOSX wB97M-V def2-TZVPD def2/J DEFGRID3
* xyz 0 1
C -1.704 -2.110 0.269
C -2.323 -1.022 0.163
C 0.573 1.083 -0.084
C -0.052 0.317 -1.129
N 0.113 -0.977 -1.146
S -2.505 0.515 -0.374
I -0.123 -2.085 -2.866
H -1.148 -2.962 0.686
H -0.230 1.129 0.703
H 0.970 2.016 -0.386
H 1.394 0.549 0.481
H -0.246 0.855 -2.050
H -0.496 -1.446 -0.408
*
```


7.
Density functional theory data (wB97M-V/def2-TZVPD) for 6 unconnected molecules or ions with the total composition C21H59BO7P.

Properties
- Highest occupied orbital energy: -3.3 eV
- HOMO-LUMO gap: 5.65 eV

The geometry in ORCA input format:
```
! RIJCOSX wB97M-V def2-TZVPD def2/J DEFGRID3
* xyz -1 1
O 4.470 -0.708 -3.383
B 3.399 -0.135 -2.497
O 3.713 1.112 -1.772
C 1.996 -0.998 -2.397
P 0.455 0.159 -2.684
H 4.170 -0.506 -4.321
H 2.943 1.753 -1.756
H 1.899 -1.630 -1.399
H 1.980 -1.737 -3.334
H 1.314 0.907 -3.610
H 0.905 0.975 -1.585
H -0.308 -0.627 -1.725
H 0.002 -0.669 -3.780
H -0.630 1.081 -2.913
C 7.260 -3.832 -7.516
C 6.545 -2.490 -7.504
O 5.731 -2.291 -6.350
C 6.399 -2.318 -5.091
C 7.477 -1.256 -4.955
H 6.535 -4.653 -7.450
H 7.840 -3.947 -8.438
H 7.947 -3.935 -6.674
H 5.878 -2.441 -8.370
H 7.254 -1.665 -7.614
H 6.803 -3.318 -4.900
H 5.634 -2.144 -4.325
H 8.274 -1.384 -5.691
H 7.929 -1.297 -3.959
H 7.051 -0.258 -5.105
C -4.178 3.934 -2.071
C -3.280 3.309 -1.016
O -1.890 3.433 -1.308
C -1.383 4.761 -1.425
C -1.558 5.588 -0.162
H -3.983 3.488 -3.054
H -5.232 3.779 -1.816
H -4.012 5.009 -2.162
H -3.494 2.236 -0.964
H -3.496 3.714 -0.023
H -1.831 5.260 -2.290
H -0.312 4.670 -1.641
H -2.610 5.718 0.099
H -1.119 6.582 -0.295
H -1.068 5.099 0.686
C -3.813 0.004 3.120
C -2.817 -1.037 2.634
O -2.280 -0.751 1.345
C -1.563 0.474 1.215
C -0.356 0.569 2.133
H -4.641 0.104 2.407
H -4.220 -0.282 4.095
H -3.354 0.989 3.226
H -3.330 -2.001 2.554
H -2.010 -1.178 3.358
H -2.239 1.324 1.360
H -1.220 0.528 0.175
H -0.640 0.528 3.187
H 0.177 1.510 1.965
H 0.333 -0.262 1.947
C -3.080 3.745 3.624
C -2.181 3.120 4.678
O -0.792 3.244 4.387
C -0.285 4.572 4.270
C -0.460 5.399 5.532
H -2.885 3.299 2.641
H -4.134 3.590 3.879
H -2.914 4.820 3.532
H -2.396 2.048 4.730
H -2.397 3.525 5.671
H -0.733 5.071 3.404
H 0.786 4.481 4.053
H -1.512 5.529 5.794
H -0.021 6.393 5.400
H 0.030 4.910 6.381
C -3.399 -5.014 1.962
C -3.069 -5.094 3.444
O -3.238 -6.398 3.993
C -2.442 -7.435 3.424
C -0.948 -7.187 3.548
H -4.430 -5.341 1.780
H -3.286 -3.986 1.600
H -2.744 -5.651 1.363
H -3.749 -4.432 3.990
H -2.057 -4.728 3.643
H -2.730 -7.601 2.380
H -2.693 -8.355 3.963
H -0.638 -6.281 3.021
H -0.386 -8.028 3.130
H -0.666 -7.066 4.600
*
```


8.
Density functional theory data (wB97M-V/def2-TZVPD) for a molecular structure, C4H8FInO2.

Properties
- Highest occupied orbital energy (spin up / spin down): -14.1 / -14.1 eV
- ⟨S²⟩: 0.75
- HOMO-LUMO gap (spin up / spin down): 8.55 / 7.51 eV
- Relative energy (zero: lowest compared OMol25 entry of this formula, charge and spin): 1.966 eV

The geometry in ORCA input format:
```
! RIJCOSX wB97M-V def2-TZVPD def2/J DEFGRID3
* xyz 1 2
O -0.436 -1.667 0.009
C -0.975 -0.948 1.037
C -1.469 0.357 0.394
O -0.271 0.968 -0.101
C -0.341 1.799 -1.289
C 0.836 1.474 -2.166
In 1.002 -0.520 -0.640
H -1.266 -0.791 2.094
H -1.929 1.031 1.132
H -2.194 0.182 -0.419
H -0.336 2.835 -0.913
H -1.301 1.601 -1.790
H 1.709 2.122 -2.040
H 0.584 1.179 -3.191
H 0.356 -0.939 1.889
F 1.687 -0.766 1.158
*
```